{
  "formula": "C2H4BrN",
  "method": "wB97M-V/def2-TZVPD",
  "molar_mass_g_mol": 121.96,
  "orbital_gap_ev": 10.4,
  "de_lowest_kj_mol": 116.9,
  "lumo_energy_ev": 0.533,
  "smiles": "C=NCBr",
  "total_charge": 0,
  "species": ["Br", "N", "C", "C", "H", "H", "H", "H"],
  "positions_angstrom": [[2.8276, 0.0788, 0.1505], [-0.0319, 0.6813, 0.0255], [-1.3011, 0.6003, 0.2031], [0.9024, -0.4546, -0.2546], [0.5520, -1.3125, 0.3292], [-1.9248, -0.3154, 0.1560], [-1.6897, 1.5001, 0.6571], [0.6655, -0.7779, -1.2669]],
  "forces_ev_per_angstrom": [[-1.98, -0.67, -0.56], [0.28, -0.51, 0.38], [2.30, -0.69, 0.44], [-2.29, 0.86, 0.28], [0.92, 0.16, 0.49], [0.33, 0.34, -0.12], [-0.74, 0.19, -0.48], [1.18, 0.32, -0.43]]
}